# 1
Computed, not measured: C44H60B2N15PS2W as an isolated structure, with the ωB97M-V functional and the def2-TZVPD basis.

Positions of all 125 atoms, in Å:
W1 1.137 -1.227 0.972
C1 4.698 0.642 -0.838
C2 3.417 -0.099 -1.037
N1 2.754 -0.030 0.268
N2 3.539 0.854 1.060
C3 4.722 1.139 0.390
B1 3.154 1.342 2.312
N3 1.709 1.430 2.601
C4 1.106 2.313 3.436
C5 -0.249 2.198 3.284
C6 -0.408 1.202 2.316
N4 0.764 0.756 1.901
N5 3.973 -1.747 2.075
C7 4.697 -2.624 2.762
C8 4.005 -3.835 2.935
C9 2.807 -3.621 2.304
N6 2.798 -2.366 1.772
N7 4.048 1.845 3.360
C10 3.832 1.720 4.714
C11 4.970 2.097 5.353
C12 5.859 2.451 4.307
N8 5.315 2.292 3.121
H1 5.451 0.736 -1.608
H2 4.593 -1.415 -2.239
H3 5.467 1.731 0.894
H4 1.687 2.981 4.056
H5 -1.023 2.755 3.788
H6 -1.318 0.777 1.925
H7 5.679 -2.340 3.118
H8 4.336 -4.730 3.445
H9 1.962 -4.282 2.199
H10 2.900 1.333 5.099
H11 5.154 2.118 6.416
H12 6.874 2.816 4.383
C13 2.410 2.033 -1.754
N9 2.502 0.601 -2.020
C14 3.700 -1.483 -1.611
C15 2.613 -2.036 -2.431
N10 1.494 -1.421 -2.654
B2 0.436 -2.211 -3.521
N11 0.106 -3.585 -2.794
C16 -0.694 -4.510 -3.439
C17 -1.013 -5.483 -2.563
N12 -0.413 -5.150 -1.368
C18 -0.517 -5.926 -0.133
C19 0.269 -3.990 -1.521
S1 1.362 -3.430 -0.279
C20 1.346 -0.092 -2.224
S2 -0.098 0.088 -1.172
H13 3.382 2.485 -1.936
H14 2.102 2.244 -0.730
H15 1.688 2.470 -2.420
H16 3.940 -2.171 -0.799
H17 2.755 -2.990 -2.925
H18 -0.589 -1.582 -3.628
H19 0.951 -2.459 -4.586
H20 -0.967 -4.386 -4.477
H21 -1.621 -6.367 -2.672
H22 -1.492 -6.403 -0.104
H23 -0.413 -5.263 0.717
H24 0.263 -6.684 -0.085
C21 -4.282 -3.540 -1.082
C22 -4.277 -3.670 0.301
C23 -3.236 -3.161 1.057
C24 -2.149 -2.503 0.451
C25 -2.155 -2.418 -0.931
C26 -3.208 -2.916 -1.690
N13 -1.052 -1.967 1.281
N14 -1.458 -1.938 2.468
C27 -0.529 -1.704 3.437
C28 -0.968 -1.737 4.771
C29 -0.054 -1.563 5.780
C30 1.287 -1.334 5.446
C31 1.699 -1.276 4.124
C32 0.801 -1.491 3.077
H25 -5.108 -3.922 -1.672
H26 -5.094 -4.175 0.803
H27 -3.258 -3.268 2.128
H28 -1.356 -1.930 -1.451
H29 -3.181 -2.792 -2.766
H30 -2.022 -1.903 4.973
H31 -0.363 -1.605 6.817
H32 2.023 -1.207 6.234
H33 2.746 -1.083 3.912
C33 -0.220 4.537 -0.965
C34 -1.686 4.075 -0.892
C35 -2.587 5.117 -1.575
C36 -2.028 4.020 0.607
P1 -1.840 2.354 -1.635
N15 -0.495 1.669 -1.056
C37 -3.406 1.508 -1.029
C38 -3.749 0.315 -1.936
C39 -3.137 0.931 0.370
C40 -4.626 2.443 -0.978
C41 -1.940 2.453 -3.525
C42 -0.779 3.315 -4.036
C43 -1.742 1.038 -4.117
C44 -3.253 3.047 -4.050
H34 -0.180 5.570 -0.604
H35 0.198 4.518 -1.969
H36 0.408 3.921 -0.323
H37 -2.539 6.042 -0.993
H38 -3.633 4.809 -1.619
H39 -2.248 5.355 -2.583
H40 -1.750 4.981 1.050
H41 -1.446 3.246 1.106
H42 -3.087 3.865 0.802
H43 -2.882 -0.311 -2.146
H44 -4.207 0.625 -2.874
H45 -4.476 -0.311 -1.407
H46 -2.316 0.211 0.341
H47 -4.031 0.391 0.698
H48 -2.922 1.699 1.110
H49 -4.819 2.936 -1.930
H50 -4.546 3.206 -0.207
H51 -5.504 1.833 -0.741
H52 0.174 2.910 -3.722
H53 -0.849 4.355 -3.723
H54 -0.795 3.297 -5.130
H55 -1.111 0.402 -3.498
H56 -1.240 1.126 -5.084
H57 -2.686 0.526 -4.279
H58 -3.406 4.081 -3.744
H59 -4.123 2.463 -3.750
H60 -3.216 3.028 -5.145

The value obtained for the HOMO energy (alpha / beta) is -0.328 / -0.351 hartree. As for the net charge: +1. The calculation puts the energy above the lowest of the compared OMol25 structures with the same formula, charge and spin at 55.99 kcal per mole. The spin multiplicity is 4. The calculation puts the frontier orbital gap (alpha / beta) at 5.8 / 6.0 eV.

Atom charges from the Mulliken analysis, given in e for atoms 1 to 4: 1.169, -2.171, 0.363, 0.719

***

# 2
Computed, not measured: a 13-piece molecular cluster, C44H60Cl37NS3 overall at a distorted geometry, with the ωB97M-V functional and the def2-TZVPD basis.

Positions of all 145 atoms, in Å:
C1 -3.463 1.516 -0.902
C2 -2.385 2.366 -1.615
C3 -2.978 3.350 -2.627
C4 -3.430 2.726 -3.970
C5 -2.642 1.492 -4.436
C6 -3.241 0.170 -3.901
C7 -3.604 -0.832 -4.996
C8 -3.594 -2.275 -4.493
C9 -4.617 -2.526 -3.386
C10 -4.368 -3.836 -2.613
C11 -4.402 -3.606 -1.094
C12 -3.248 -2.675 -0.721
C13 -2.990 -2.580 0.797
C14 -1.795 -1.634 1.037
C15 -0.466 -2.407 0.923
C16 0.701 -1.514 0.548
C17 1.222 -1.422 -0.760
C18 0.549 -2.246 -1.844
C19 1.218 -3.608 -2.063
C20 2.294 -0.561 -1.016
C21 2.810 -0.459 -2.445
Cl1 2.515 1.209 -3.089
C22 4.292 -0.894 -2.643
C23 4.768 -1.896 -1.593
C24 2.878 0.206 0.010
S1 4.266 1.287 -0.254
C25 2.364 0.116 1.306
C26 1.282 -0.730 1.539
S2 0.687 -0.716 3.212
C27 0.818 1.015 3.565
C28 -0.152 1.730 4.267
S3 -1.635 0.979 4.855
C29 0.074 3.087 4.475
C30 1.218 3.692 3.988
C31 2.203 2.990 3.304
C32 1.972 1.624 3.093
N1 2.918 0.852 2.377
H1 -3.165 0.478 -0.781
H2 -4.419 1.597 -1.420
H3 -3.627 1.919 0.099
H4 -1.905 2.963 -0.837
H5 -1.590 1.746 -2.029
H6 -2.306 4.197 -2.774
H7 -3.871 3.764 -2.146
H8 -3.294 3.492 -4.738
H9 -4.504 2.537 -3.925
H10 -2.680 1.497 -5.528
H11 -1.585 1.573 -4.175
H12 -2.539 -0.250 -3.176
H13 -4.170 0.436 -3.397
H14 -2.883 -0.780 -5.819
H15 -4.575 -0.616 -5.452
H16 -3.854 -2.920 -5.337
H17 -2.582 -2.563 -4.192
H18 -4.655 -1.673 -2.709
H19 -5.604 -2.575 -3.856
H20 -3.369 -4.211 -2.853
H21 -5.099 -4.585 -2.921
H22 -4.214 -4.562 -0.594
H23 -5.370 -3.230 -0.761
H24 -3.410 -1.653 -1.067
H25 -2.340 -3.112 -1.144
H26 -3.886 -2.211 1.298
H27 -2.736 -3.595 1.112
H28 -1.776 -0.864 0.263
H29 -1.896 -1.188 2.024
H30 -0.586 -3.223 0.214
H31 -0.223 -2.864 1.886
H32 -0.493 -2.355 -1.554
H33 0.524 -1.690 -2.781
H34 1.292 -4.161 -1.127
H35 2.219 -3.428 -2.455
H36 0.638 -4.166 -2.797
H37 2.223 -1.094 -3.095
H38 4.352 -1.347 -3.633
H39 4.887 0.016 -2.615
H40 4.034 -2.677 -1.405
H41 5.042 -1.397 -0.663
H42 5.680 -2.382 -1.947
H43 3.735 2.363 -0.856
H44 -1.854 -0.004 3.970
H45 -0.676 3.682 4.980
H46 1.365 4.756 4.121
H47 3.117 3.432 2.937
H48 3.662 1.451 2.037
C33 -3.520 4.213 4.295
Cl2 -3.660 3.887 2.569
Cl3 -2.299 5.453 4.594
Cl4 -5.078 4.692 4.971
H49 -3.204 3.299 4.784
C34 7.778 0.278 -1.102
Cl5 8.458 -0.642 -2.444
Cl6 8.612 -0.104 0.404
Cl7 7.857 2.009 -1.427
H50 6.736 0.004 -0.995
C35 -1.183 -3.451 5.374
Cl8 -1.950 -2.610 6.716
Cl9 -0.275 -4.858 5.942
Cl10 -2.381 -3.928 4.168
H51 -0.485 -2.770 4.902
C36 10.346 5.120 -0.920
Cl11 9.627 6.664 -1.382
Cl12 11.896 4.881 -1.726
Cl13 10.524 5.007 0.830
H52 9.679 4.331 -1.238
C37 -4.528 -5.199 -7.411
Cl14 -5.146 -3.556 -7.580
Cl15 -2.796 -5.250 -7.743
Cl16 -4.874 -5.834 -5.802
H53 -5.030 -5.825 -8.137
C38 12.153 -1.219 0.643
Cl17 12.804 -2.131 -0.720
Cl18 13.008 -1.624 2.132
Cl19 12.223 0.513 0.329
H54 11.114 -1.497 0.765
C39 1.945 -2.937 8.462
Cl20 1.401 -1.937 7.115
Cl21 3.093 -2.052 9.468
Cl22 0.578 -3.495 9.425
H55 2.448 -3.804 8.055
C40 5.139 1.958 6.339
Cl23 4.589 2.843 7.761
Cl24 3.888 1.967 5.081
Cl25 6.646 2.637 5.719
H56 5.326 0.933 6.631
C41 0.388 5.011 -0.143
Cl26 1.066 4.009 -1.432
Cl27 1.173 4.623 1.394
Cl28 0.544 6.726 -0.539
H57 -0.665 4.784 -0.048
C42 0.922 -0.601 -6.010
Cl29 -0.046 -2.035 -5.637
Cl30 2.408 -1.053 -6.845
Cl31 -0.016 0.545 -6.963
H58 1.197 -0.126 -5.075
C43 -7.936 -2.334 0.915
Cl32 -7.041 -2.650 2.402
Cl33 -6.927 -1.463 -0.242
Cl34 -8.532 -3.837 0.211
H59 -8.787 -1.712 1.157
C44 -8.346 5.926 6.135
Cl35 -9.104 7.208 5.192
Cl36 -8.526 6.229 7.862
Cl37 -9.015 4.351 5.702
H60 -7.289 5.920 5.903

The value obtained for the HOMO energy is -0.307 hartree. The calculation puts the frontier orbital gap at 8.4 eV.

Atom charges from the Mulliken analysis, given in e for atoms 1 to 4: -1.013, 0.752, -0.977, -0.917

***

Calculated M, 1099.64 2010.93 g/mol (same order as the records).